(1)
{
  "formula": "C3H7NO",
  "method": "wB97M-V/def2-TZVPD",
  "species": ["N", "C", "O", "C", "C", "H", "H", "H", "H", "H", "H", "H"],
  "xyz": [[-0.945, -1.184, 0.606], [-0.024, -0.123, 0.413], [0.641, 0.177, 1.610], [0.748, 0.194, -0.855], [-0.460, 1.015, -0.441], [-1.726, -1.219, -0.029], [-0.546, -2.087, 0.802], [1.583, 0.060, 1.449], [1.710, 0.698, -0.760], [0.675, -0.449, -1.729], [-1.371, 0.911, -1.025], [-0.285, 2.007, -0.041]],
  "largest_force_ev_per_a": 0.36,
  "orbital_gap_ev": 9.825,
  "e_above_lowest_ev": 1.829,
  "smiles": "NC1(O)CC1",
  "energy_ev": -6760.92170,
  "molar_mass_g_mol": 73.1,
  "charge": 0,
  "spin_multiplicity": 1,
  "homo_energy_ha": -0.325,
  "lumo_ha": 0.036
}



(2)
{
  "formula": "C15H13N3S",
  "method": "wB97M-V/def2-TZVPD",
  "species": ["N", "C", "N", "N", "C", "C", "C", "C", "C", "C", "C", "C", "C", "C", "C", "C", "C", "C", "S", "H", "H", "H", "H", "H", "H", "H", "H", "H", "H", "H", "H", "H"],
  "xyz": [[2.880, -4.435, -0.765], [2.092, -3.357, -0.559], [1.145, -3.297, 0.315], [0.563, -2.104, 0.385], [1.022, -1.222, -0.416], [0.559, 0.183, -0.563], [0.704, 0.990, 0.716], [0.413, 0.452, 1.961], [0.519, 1.232, 3.099], [0.909, 2.557, 3.006], [1.197, 3.099, 1.766], [1.096, 2.319, 0.627], [-0.892, 0.259, -1.006], [-1.877, -0.496, -0.384], [-3.196, -0.383, -0.783], [-3.547, 0.488, -1.800], [-2.569, 1.245, -2.422], [-1.248, 1.129, -2.026], [2.343, -1.840, -1.425], [3.378, -4.500, -1.635], [2.557, -5.297, -0.357], [1.177, 0.653, -1.335], [0.119, -0.583, 2.038], [0.294, 0.801, 4.064], [0.989, 3.164, 3.895], [1.505, 4.131, 1.683], [1.324, 2.750, -0.338], [-1.602, -1.184, 0.400], [-3.955, -0.978, -0.295], [-4.578, 0.576, -2.109], [-2.833, 1.925, -3.218], [-0.490, 1.722, -2.519]],
  "largest_force_ev_per_a": 1.58,
  "orbital_gap_ev": 9.124,
  "e_above_lowest_ev": 0.482,
  "smiles": "Nc1nnc(C(c2ccccc2)c2ccccc2)s1",
  "energy_ev": -31071.30047,
  "molar_mass_g_mol": 267.4,
  "charge": 0,
  "spin_multiplicity": 1,
  "homo_energy_ha": -0.318,
  "lumo_ha": 0.017
}



(3)
{
  "formula": "C4H10NO2",
  "method": "wB97M-V/def2-TZVPD",
  "species": ["N", "C", "O", "H", "H", "H", "H", "C", "C", "O", "C", "H", "H", "H", "H", "H", "H"],
  "xyz": [[-0.592, -1.771, 0.881], [-1.372, -0.599, 1.508], [-2.368, -0.150, 0.779], [-1.296, -2.124, 0.233], [-0.515, -2.484, 1.600], [-1.725, -0.959, 2.485], [-0.588, 0.116, 1.832], [1.709, 1.910, -0.457], [1.127, 0.734, -0.708], [1.573, -0.463, -0.229], [0.025, 0.644, -1.745], [1.377, 2.825, -0.915], [2.519, 1.968, 0.264], [0.793, -0.940, 0.202], [-0.163, 1.605, -2.222], [0.305, -0.095, -2.500], [-0.909, 0.298, -1.292]],
  "largest_force_ev_per_a": 2.41,
  "orbital_gap_ev": [9.238, 6.161],
  "e_above_lowest_ev": 1.550,
  "energy_ev": -9892.19147,
  "molar_mass_g_mol": 104.1,
  "charge": 0,
  "spin_multiplicity": 2,
  "s_squared": 0.755,
  "homo_energy_ha": [-0.315, -0.315],
  "lumo_ha": [0.024, -0.089]
}



(4)
{
  "formula": "C41H36BiN3OPSSe",
  "method": "wB97M-V/def2-TZVPD",
  "species": ["Bi", "C", "C", "C", "C", "C", "C", "C", "P", "C", "C", "C", "C", "C", "C", "C", "C", "C", "C", "C", "C", "C", "C", "H", "H", "H", "H", "H", "H", "H", "H", "H", "H", "H", "H", "H", "H", "H", "H", "H", "H", "H", "H", "O", "C", "C", "C", "C", "C", "C", "C", "N", "C", "C", "N", "H", "H", "H", "H", "H", "H", "H", "Se", "C", "C", "C", "N", "C", "C", "H", "H", "H", "H", "S", "C", "C", "C", "C", "C", "C", "H", "H", "H", "H", "H"],
  "xyz": [[0.403, -1.359, -1.019], [-0.583, 3.259, 3.306], [-1.907, 3.618, 2.689], [-2.600, 4.711, 3.208], [-3.839, 5.096, 2.723], [-4.414, 4.383, 1.683], [-3.724, 3.313, 1.138], [-2.479, 2.904, 1.625], [-1.813, 1.476, 0.666], [0.024, 1.543, 0.814], [0.557, 2.419, -0.139], [1.920, 2.604, -0.296], [2.789, 1.866, 0.489], [2.281, 0.990, 1.434], [0.911, 0.811, 1.633], [0.517, -0.165, 2.713], [-2.341, 0.027, 1.638], [-2.813, 0.125, 2.945], [-3.144, -1.002, 3.676], [-2.999, -2.254, 3.089], [-2.577, -2.361, 1.777], [-2.263, -1.234, 1.008], [-1.879, -1.421, -0.414], [-0.459, 3.777, 4.257], [0.251, 3.529, 2.655], [-0.508, 2.189, 3.488], [-2.153, 5.264, 4.027], [-4.350, 5.946, 3.157], [-5.381, 4.666, 1.287], [-4.152, 2.773, 0.301], [-0.127, 2.944, -0.798], [2.300, 3.274, -1.057], [3.859, 1.948, 0.349], [2.967, 0.403, 2.033], [1.413, -0.482, 3.247], [0.044, -1.064, 2.315], [-0.177, 0.262, 3.435], [-2.906, 1.105, 3.401], [-3.499, -0.908, 4.695], [-3.234, -3.149, 3.651], [-2.489, -3.339, 1.317], [-2.296, -0.642, -1.052], [-2.225, -2.389, -0.768], [2.375, -0.919, -2.675], [2.830, 0.221, -3.018], [4.233, 0.493, -2.988], [4.759, 1.716, -3.325], [3.930, 2.770, -3.733], [2.570, 2.538, -3.793], [2.003, 1.306, -3.451], [0.552, 1.159, -3.553], [-0.286, 0.493, -2.779], [-1.547, 0.700, -3.287], [-1.484, 1.505, -4.378], [-0.147, 1.791, -4.537], [4.875, -0.324, -2.680], [5.832, 1.867, -3.273], [4.339, 3.740, -3.981], [1.913, 3.358, -4.068], [-2.416, 0.255, -2.834], [-2.241, 1.882, -5.042], [0.274, 2.296, -5.295], [-0.164, -2.858, -3.181], [-1.468, -4.139, -2.636], [-2.602, -4.325, -3.425], [-3.531, -5.287, -3.065], [-3.426, -6.061, -1.985], [-2.339, -5.876, -1.236], [-1.343, -4.954, -1.514], [-2.762, -3.715, -4.305], [-4.416, -5.437, -3.675], [-2.251, -6.510, -0.359], [-0.473, -4.888, -0.873], [0.999, -3.382, 0.619], [2.587, -2.787, 1.127], [2.928, -2.822, 2.482], [4.168, -2.379, 2.915], [5.093, -1.879, 2.006], [4.763, -1.844, 0.658], [3.530, -2.302, 0.216], [2.201, -3.196, 3.193], [4.410, -2.416, 3.971], [6.058, -1.524, 2.345], [5.471, -1.456, -0.065], [3.299, -2.267, -0.843]],
  "largest_force_ev_per_a": 0.21,
  "orbital_gap_ev": 6.921,
  "e_above_lowest_ev": 0.294,
  "energy_ev": -140933.23524,
  "molar_mass_g_mol": 937.7,
  "charge": -1,
  "spin_multiplicity": 1,
  "homo_energy_ha": -0.162,
  "lumo_ha": 0.093
}



(5)
{
  "formula": "C4H2Cl2O2",
  "method": "wB97M-V/def2-TZVPD",
  "species": ["C", "C", "O", "C", "O", "C", "Cl", "Cl", "H", "H"],
  "xyz": [[0.221, -1.163, -2.441], [-0.254, -0.295, -1.762], [-0.689, 0.292, -0.680], [0.131, -0.119, 0.350], [1.046, -0.859, 0.228], [-0.331, 0.680, 1.583], [0.708, 2.143, 1.629], [-0.421, -0.294, 3.074], [0.885, -1.549, -3.146], [-1.296, 1.163, 1.166]],
  "largest_force_ev_per_a": 2.37,
  "orbital_gap_ev": 10.710,
  "e_above_lowest_ev": 2.861,
  "smiles": "C#COC(=O)C(Cl)Cl",
  "energy_ev": -33316.77326,
  "molar_mass_g_mol": 153.0,
  "charge": 0,
  "spin_multiplicity": 1,
  "homo_energy_ha": -0.384,
  "lumo_ha": 0.010
}



(6)
{
  "formula": "C52H44BrIrN3OP2S",
  "method": "wB97M-V/def2-TZVPD",
  "species": ["Ir", "C", "C", "C", "C", "C", "C", "C", "P", "C", "C", "C", "C", "C", "C", "C", "C", "C", "C", "C", "C", "C", "C", "H", "H", "H", "H", "H", "H", "H", "H", "H", "H", "H", "H", "H", "H", "H", "H", "H", "H", "H", "H", "Br", "C", "C", "C", "C", "C", "C", "N", "C", "C", "C", "C", "C", "C", "N", "H", "H", "H", "H", "H", "H", "H", "H", "H", "S", "C", "N", "O", "P", "C", "C", "C", "C", "C", "C", "C", "C", "C", "C", "C", "C", "C", "C", "C", "C", "C", "C", "H", "H", "H", "H", "H", "H", "H", "H", "H", "H", "H", "H", "H", "H", "H"],
  "xyz": [[-0.194, -0.194, 0.088], [-3.408, -2.789, 1.037], [-4.130, -1.742, 1.838], [-5.473, -1.953, 2.134], [-6.204, -1.050, 2.886], [-5.592, 0.098, 3.364], [-4.260, 0.332, 3.080], [-3.518, -0.583, 2.331], [-1.732, -0.284, 2.106], [-1.383, 1.139, 3.200], [-0.846, 0.959, 4.472], [-0.648, 2.040, 5.316], [-0.966, 3.317, 4.888], [-1.470, 3.510, 3.610], [-1.684, 2.441, 2.748], [-2.226, 2.687, 1.369], [-1.029, -1.730, 2.952], [-1.472, -2.149, 4.206], [-0.825, -3.188, 4.852], [0.263, -3.804, 4.241], [0.670, -3.413, 2.978], [0.001, -2.392, 2.299], [0.274, -2.105, 0.864], [-3.406, -3.741, 1.571], [-2.379, -2.506, 0.835], [-3.912, -2.943, 0.082], [-5.949, -2.853, 1.761], [-7.246, -1.243, 3.103], [-6.148, 0.805, 3.965], [-3.790, 1.228, 3.463], [-0.581, -0.028, 4.820], [-0.240, 1.881, 6.306], [-0.819, 4.165, 5.544], [-1.722, 4.511, 3.279], [-2.429, 3.745, 1.210], [-3.147, 2.130, 1.186], [-1.506, 2.360, 0.616], [-2.318, -1.655, 4.672], [-1.158, -3.511, 5.829], [0.781, -4.608, 4.748], [1.494, -3.925, 2.492], [-0.379, -2.756, 0.273], [1.302, -2.356, 0.593], [3.820, 0.204, 6.607], [3.096, 0.442, 4.874], [2.710, 1.708, 4.464], [2.122, 1.870, 3.226], [1.940, 0.778, 2.373], [2.396, -0.473, 2.781], [2.952, -0.651, 4.032], [1.340, 0.947, 1.116], [1.684, 1.999, 0.449], [1.010, 2.381, -0.748], [1.373, 3.521, -1.468], [0.686, 3.846, -2.616], [-0.365, 3.028, -3.012], [-0.665, 1.909, -2.255], [-0.002, 1.583, -1.150], [2.848, 2.556, 5.119], [1.762, 2.849, 2.930], [2.350, -1.299, 2.088], [3.288, -1.630, 4.346], [2.526, 2.587, 0.802], [2.189, 4.132, -1.104], [0.952, 4.717, -3.199], [-0.939, 3.247, -3.898], [-1.477, 1.257, -2.545], [-1.874, -1.085, -1.471], [-3.144, -0.114, -0.995], [-4.050, 0.533, -0.678], [1.126, -1.111, -1.645], [1.508, -1.597, -3.010], [0.644, -3.106, -3.493], [0.070, -3.890, -2.498], [-0.597, -5.057, -2.832], [-0.676, -5.453, -4.160], [-0.090, -4.682, -5.154], [0.566, -3.506, -4.826], [3.278, -1.956, -3.031], [4.014, -1.611, -1.901], [5.372, -1.889, -1.849], [5.991, -2.511, -2.923], [5.256, -2.852, -4.052], [3.900, -2.579, -4.109], [1.177, -0.391, -4.319], [-0.053, -0.376, -4.973], [-0.299, 0.569, -5.957], [0.673, 1.509, -6.276], [1.887, 1.515, -5.604], [2.143, 0.564, -4.628], [0.151, -3.574, -1.466], [-1.056, -5.658, -2.058], [-1.198, -6.363, -4.423], [-0.147, -4.994, -6.189], [1.000, -2.893, -5.607], [3.507, -1.132, -1.072], [5.944, -1.623, -0.970], [7.048, -2.737, -2.881], [5.743, -3.337, -4.888], [3.328, -2.855, -4.987], [-0.808, -1.112, -4.721], [-1.246, 0.567, -6.483], [0.484, 2.237, -7.055], [2.645, 2.246, -5.857], [3.095, 0.546, -4.109]],
  "largest_force_ev_per_a": 2.10,
  "orbital_gap_ev": 6.774,
  "e_above_lowest_ev": 0.969,
  "energy_ev": -163448.77398,
  "molar_mass_g_mol": 1093.1,
  "charge": 1,
  "spin_multiplicity": 1,
  "homo_energy_ha": -0.385,
  "lumo_ha": -0.136
}